[1]
Entry from OMol25: a cluster of 10 separate species, C5H28NO11 in total (ωB97M-V/def2-TZVPD).

Each line ends with the Mulliken charge.
CARTESIAN COORDINATES (ANGSTROEM)
1 C -1.913 1.951 0.943  -0.998
2 C -1.001 1.614 -0.209  0.346
3 C -0.926 0.030 -0.511  0.601
4 C -1.817 -0.957 0.171  -0.968
5 O -2.996 -1.198 -0.307  -0.844
6 N 0.314 2.300 -0.082  -0.321
7 C 1.110 2.297 1.132  -0.778
8 O 1.790 1.159 1.574  -0.593
9 H -2.795 2.504 0.605  0.320
10 H -2.074 1.091 1.599  -0.158
11 H -1.531 2.700 1.657  0.441
12 H -1.377 2.036 -1.144  0.322
13 H 0.118 -0.255 -0.328  -0.385
14 H -1.082 0.057 -1.607  0.215
15 H -1.451 -1.521 1.037  0.552
16 H 0.918 1.954 -0.823  0.303
17 H 0.494 2.691 1.945  0.384
18 H 1.872 3.083 0.893  0.254
19 H 2.238 -3.234 0.060  0.345
20 H 2.612 -1.798 0.275  0.460
21 O 2.578 -2.668 0.767  -0.782
22 H -4.596 -0.600 0.764  0.386
23 H -4.098 0.558 1.549  0.318
24 O -4.904 0.091 1.383  -0.718
25 H -4.381 0.239 -1.975  0.356
26 H -3.329 0.527 -2.914  0.318
27 O -4.204 0.850 -2.695  -0.700
28 H -1.110 -0.607 4.835  0.267
29 H -1.000 -0.619 3.259  0.334
30 O -1.419 -0.188 4.022  -0.684
31 H 0.964 -0.463 2.285  0.455
32 H 1.392 -1.884 1.889  0.343
33 O 0.712 -1.404 2.406  -0.727
34 H 2.225 0.592 0.821  0.446
35 H 3.842 -0.324 0.073  0.066
36 O 2.937 -0.223 -0.277  -1.095
37 H 3.211 1.176 -1.197  0.330
38 H 4.271 2.272 -0.968  0.283
39 O 3.718 1.893 -1.671  -0.685
40 H 2.016 -2.564 -3.658  0.416
41 H 1.326 -3.508 -2.664  0.282
42 O 1.509 -3.403 -3.595  -0.667
43 H 3.292 -0.404 -3.167  0.272
44 H 2.632 -0.746 -1.807  0.468
45 O 2.512 -0.848 -2.791  -0.779

Computed properties:
Kohn-Sham gap (alpha / beta): 3.0 / 6.5 eV
E: -1089.6774 Eh
Charge: -2
⟨S²⟩: 0.754
LUMO (alpha / beta): 5.06 / 5.04 eV
Energy above the lowest of the compared OMol25 structures with the same formula, charge and spin: 0.0 kcal/mol
Highest occupied orbital energy (alpha / beta): 2.0 / -1.4 eV
Multiplicity: 2

---

[2]
Entry from OMol25: a cluster of 9 separate species, C5H29N2O9 in total (ωB97M-V/def2-TZVPD).

Each line ends with the Mulliken charge.
CARTESIAN COORDINATES (ANGSTROEM)
1 C -0.478 2.636 -1.257  -1.064
2 N -0.498 1.479 -0.375  0.026
3 C -0.309 1.949 1.036  -0.497
4 C 0.111 0.705 1.893  -0.237
5 C 1.611 0.433 1.798  -0.832
6 N 1.914 -0.237 0.495  -0.296
7 C -1.606 2.434 1.683  -0.767
8 O -2.520 1.315 1.947  -0.577
9 H 0.270 3.410 -0.967  0.371
10 H -1.395 3.247 -1.284  0.320
11 H -0.284 2.259 -2.303  0.269
12 H -1.411 1.023 -0.355  0.309
13 H 0.521 2.670 1.094  0.602
14 H -0.390 -0.135 1.418  0.039
15 H -0.124 0.822 2.960  0.474
16 H 1.948 -0.247 2.572  0.460
17 H 2.172 1.392 1.858  0.219
18 H 1.737 -1.231 0.667  0.313
19 H 1.186 0.002 -0.177  0.018
20 H -1.483 2.873 2.660  0.381
21 H -2.260 3.020 1.036  0.253
22 H 0.311 0.064 -2.423  0.244
23 H 1.284 -0.462 -3.407  0.438
24 O 0.366 -0.103 -3.377  -0.758
25 H 0.592 -3.562 -0.137  0.320
26 H 0.383 -2.380 -1.181  0.369
27 O 0.942 -3.157 -0.946  -0.702
28 H 4.345 1.467 -0.054  0.274
29 H 3.476 0.148 0.123  0.490
30 O 4.371 0.514 -0.215  -0.742
31 H -2.508 0.564 1.266  0.375
32 H -3.600 -0.315 -0.574  0.076
33 O -2.858 -0.505 0.003  -1.011
34 H 3.146 -1.080 -2.272  0.359
35 H 2.906 0.351 -1.760  0.271
36 O 2.923 -0.187 -2.563  -0.702
37 H -1.095 -2.770 2.716  0.270
38 H -1.385 -2.967 1.264  0.317
39 O -0.645 -3.099 1.932  -0.705
40 H -2.038 -3.267 -0.228  0.338
41 H -2.741 -2.061 0.214  0.532
42 O -2.775 -3.102 0.386  -0.878
43 H -1.222 -1.270 -2.517  0.256
44 H -1.752 -1.022 -1.025  0.469
45 O -1.141 -1.618 -1.623  -0.685

Computed properties:
Kohn-Sham gap: 9.3 eV
E: -994.6300 Eh
Charge: -1
LUMO: 2.99 eV
Energy above the lowest of the compared OMol25 structures with the same formula, charge and spin: 30.1 kcal/mol
Highest occupied orbital energy: -6.3 eV
Multiplicity: 1

---

[3]
Entry from OMol25: a cluster of 10 separate species, C5H29NO11 in total (ωB97M-V/def2-TZVPD).

Each line ends with the Mulliken charge.
CARTESIAN COORDINATES (ANGSTROEM)
1 C -0.152 -1.902 1.177  -0.708
2 N -1.079 -0.753 1.273  1.014
3 C -1.738 -0.594 2.448  -0.071
4 O -2.473 0.405 2.568  -0.784
5 C -0.816 -2.852 0.165  -0.628
6 C -0.085 -3.097 -1.089  -0.183
7 C 1.283 -2.600 -1.321  0.117
8 O 1.796 -2.957 -2.556  -0.508
9 H 0.802 -1.474 0.837  0.082
10 H -0.036 -2.464 2.140  0.491
11 H -1.054 0.026 0.600  -0.354
12 H -1.515 -1.224 3.386  0.272
13 H -1.863 -2.457 0.063  0.304
14 H -0.981 -3.761 0.736  0.256
15 H -0.975 -2.781 -1.766  0.062
16 H 0.053 -4.189 -1.422  0.299
17 H 1.457 -1.431 -1.247  -0.142
18 H 2.126 -2.993 -0.662  0.246
19 H 1.619 -3.894 -2.711  0.300
20 H 1.914 2.782 -0.547  0.403
21 H 2.968 3.625 -1.344  0.317
22 O 2.764 2.726 -0.915  -0.678
23 H -4.604 -0.489 0.386  0.272
24 H -3.666 0.719 1.207  0.412
25 O -4.309 0.434 0.469  -0.671
26 H -0.990 1.026 -1.563  0.317
27 H -2.519 0.497 -1.629  0.209
28 O -1.780 0.869 -1.137  -0.497
29 H -0.051 2.504 1.048  0.366
30 H 1.259 3.181 1.471  0.242
31 O 0.952 2.612 0.902  -0.643
32 H 2.752 1.785 -2.929  0.361
33 H 2.804 0.492 -3.849  0.314
34 O 2.365 1.338 -3.720  -0.697
35 H 2.283 0.541 4.029  0.303
36 H 1.706 0.640 2.643  0.486
37 O 1.452 0.622 3.603  -0.648
38 H 2.442 1.281 1.119  0.396
39 H 1.620 0.471 0.244  0.163
40 O 2.168 0.353 1.017  -0.734
41 H -1.786 2.299 0.361  0.308
42 H -1.899 1.781 1.822  0.394
43 O -1.504 2.431 1.283  -0.756
44 H 0.955 0.115 -3.382  0.315
45 H -0.243 0.938 -3.783  0.223
46 O 0.071 0.416 -3.071  -0.543

Computed properties:
Kohn-Sham gap: 10.1 eV
E: -1090.2128 Eh
LUMO: 0.32 eV
Energy above the lowest of the compared OMol25 structures with the same formula, charge and spin: 118.3 kcal/mol
SMILES string: O=CNCCCCO.O.O.O.O.O.O.O.O.O
Highest occupied orbital energy: -9.8 eV
Multiplicity: 1

---

[4]
Entry from OMol25: an isolated molecule of C5H2ClF (ωB97M-V/def2-TZVPD).

Each line ends with the Mulliken charge.
CARTESIAN COORDINATES (ANGSTROEM)
1 C -0.045 -1.558 1.282  0.057
2 C -0.021 -0.440 0.389  0.000
3 C 0.072 0.517 -0.382  0.614
4 C 0.036 1.575 -1.241  -0.517
5 C 0.113 2.598 -1.930  -0.411
6 H -0.306 -1.267 2.323  0.225
7 H 0.188 3.485 -2.526  0.407
8 F 1.168 -2.152 1.354  -0.220
9 Cl -1.205 -2.756 0.731  -0.155

Computed properties:
Kohn-Sham gap: 10.1 eV
E: -751.6427 Eh
LUMO: 0.24 eV
Energy above the lowest of the compared OMol25 structures with the same formula, charge and spin: 0.0 kcal/mol
SMILES string: C#CC#C[C@H](F)Cl
Highest occupied orbital energy: -9.9 eV
Multiplicity: 1

---

[5]
Entry from OMol25: an isolated molecule of C5H2ClN (ωB97M-V/def2-TZVPD).

Each line ends with the Mulliken charge.
CARTESIAN COORDINATES (ANGSTROEM)
1 C 0.655 1.030 0.708  -0.201
2 C -0.140 0.037 0.327  0.222
3 C 0.066 -0.513 -0.976  -0.529
4 C 0.204 -0.933 -2.119  0.167
5 C -1.154 -0.492 1.148  0.045
6 H 1.398 1.438 -0.001  0.395
7 H 0.337 -1.260 -3.113  0.430
8 N -2.024 -1.013 1.744  -0.394
9 Cl 0.660 1.706 2.282  -0.135

Computed properties:
Kohn-Sham gap: 9.3 eV
E: -706.5710 Eh
LUMO: -0.44 eV
Energy above the lowest of the compared OMol25 structures with the same formula, charge and spin: 7.1 kcal/mol
SMILES string: C#C/C(C#N)=C/Cl
Highest occupied orbital energy: -9.8 eV
Multiplicity: 1

---

[6]
Entry from OMol25: the ion C5H2F3O4S with charge -1 (ωB97M-V/def2-TZVPD).

Each line ends with the Mulliken charge.
CARTESIAN COORDINATES (ANGSTROEM)
1 C -0.232 0.731 -0.188  -0.422
2 C -1.628 1.052 -0.026  0.340
3 C -2.486 -0.013 0.285  0.486
4 C -2.173 -1.328 -0.178  -0.600
5 C 1.331 -0.919 -0.099  -0.147
6 O 2.637 0.502 1.231  -0.571
7 O 3.890 -0.824 -0.438  -0.637
8 O 2.739 1.222 -1.106  -0.597
9 O 0.155 -0.494 0.132  -0.064
10 F -2.168 2.323 -0.145  -0.284
11 F -3.682 0.271 0.746  -0.301
12 F -3.276 -2.121 0.241  -0.210
13 S 2.849 0.148 -0.158  1.095
14 H 0.489 1.442 -0.501  0.579
15 H 1.555 -1.993 0.204  0.330

Computed properties:
Kohn-Sham gap (alpha / beta): 6.6 / 6.6 eV
E: -1190.3265 Eh
Charge: -1
LUMO (alpha / beta): 2.03 / 2.04 eV
Energy above the lowest of the compared OMol25 structures with the same formula, charge and spin: 0.9 kcal/mol
Highest occupied orbital energy (alpha / beta): -4.5 / -4.5 eV
Multiplicity: 1